Below is a cluster of 6 separate species, C20H60N6O8 in total at a distorted geometry, with properties calculated with ωB97M-V with the def2-TZVPD basis set.

Each line ends with the Löwdin charge.
CARTESIAN COORDINATES (ANGSTROEM)
C -0.205 2.477 3.419  -0.05
C 0.202 3.703 2.630  -0.26
C 0.080 5.076 3.468  -0.17
O 0.304 6.186 2.656  -0.17
C -0.368 7.323 3.122  -0.09
N 1.663 3.502 2.224  0.24
H 2.290 3.368 3.004  0.17
H 1.793 2.753 1.559  0.10
H 1.881 4.374 1.764  0.16
H 0.160 1.579 2.922  0.06
H -1.278 2.444 3.611  0.11
H 0.210 2.321 4.414  0.09
H -0.391 3.860 1.729  0.15
H 0.770 4.973 4.306  0.14
H -0.939 5.118 3.852  0.14
H 0.098 7.724 4.022  0.11
H -1.458 7.298 3.153  0.11
H -0.151 8.167 2.467  0.10
C -2.184 -6.554 3.040  -0.02
C -1.885 -5.786 1.745  -0.30
C -0.589 -5.073 2.012  -0.18
O -0.111 -4.303 0.912  -0.19
C -0.825 -3.127 0.564  -0.09
N -1.765 -6.831 0.671  0.25
H -2.601 -7.390 0.575  0.18
H -1.470 -6.519 -0.243  0.17
H -1.012 -7.450 0.936  0.18
H -2.568 -5.917 3.837  0.11
H -1.264 -6.920 3.496  0.10
H -2.993 -7.284 3.021  0.11
H -2.697 -5.133 1.425  0.16
H 0.185 -5.795 2.273  0.15
H -0.636 -4.430 2.891  0.14
H -0.540 -2.324 1.243  0.09
H -1.910 -3.162 0.466  0.08
H -0.488 -2.785 -0.415  0.08
C 1.084 3.364 -4.485  0.00
C 1.520 2.295 -3.501  -0.28
C 1.701 0.889 -4.120  -0.17
O 0.515 0.532 -4.844  -0.21
C 0.607 -0.573 -5.778  -0.05
N 2.913 2.680 -3.029  0.23
H 3.637 2.622 -3.731  0.17
H 2.902 3.617 -2.653  0.17
H 3.247 2.048 -2.316  0.15
H 1.541 3.192 -5.459  0.11
H 1.217 4.390 -4.142  0.10
H 0.033 3.157 -4.689  0.10
H 0.976 2.244 -2.557  0.13
H 1.915 0.118 -3.379  0.12
H 2.480 0.934 -4.881  0.14
H -0.363 -0.990 -6.048  0.09
H 1.031 -1.450 -5.288  0.09
H 1.175 -0.318 -6.673  0.11
C 3.149 -3.366 0.753  -0.02
C 2.609 -2.050 1.230  -0.25
C 2.006 -2.101 2.702  -0.16
O 1.451 -0.845 3.091  -0.19
C 1.087 -0.901 4.456  -0.09
N 3.699 -0.939 1.104  0.23
H 4.498 -1.124 1.694  0.17
H 4.060 -0.938 0.161  0.16
H 3.473 0.000 1.396  0.13
H 3.906 -3.279 -0.026  0.09
H 2.354 -3.983 0.334  0.09
H 3.717 -3.939 1.486  0.11
H 1.900 -1.583 0.546  0.11
H 2.780 -2.498 3.358  0.14
H 1.251 -2.886 2.743  0.11
H 1.793 -1.324 5.171  0.11
H 0.169 -1.488 4.437  0.10
H 0.709 0.022 4.895  0.08
C -3.094 -0.464 -0.641  0.00
C -3.076 0.156 -2.112  -0.23
C -2.924 1.653 -2.178  -0.22
O -2.830 2.284 -3.417  -0.18
C -4.054 2.790 -3.891  -0.07
N -1.913 -0.431 -2.928  0.23
H -1.040 -0.193 -2.478  0.11
H -2.051 -1.431 -2.937  0.16
H -1.822 -0.121 -3.886  0.15
H -2.344 -0.176 0.096  0.08
H -3.178 -1.545 -0.751  0.06
H -4.047 -0.227 -0.170  0.10
H -3.878 -0.184 -2.768  0.16
H -1.980 1.937 -1.713  0.12
H -3.655 2.226 -1.608  0.14
H -4.556 3.385 -3.129  0.10
H -4.671 1.968 -4.254  0.10
H -3.939 3.468 -4.736  0.10
N 0.773 0.947 -0.285  -0.61
O 1.941 1.165 -0.078  -0.04
O -0.031 1.899 -0.107  -0.03
O 0.317 -0.094 -0.761  -0.04

Results
maximum force = 0.0971 hartree/bohr
LUMO level = -9.2 eV
HOMO energy = -18.06 eV
ΔE to the lowest compared entry with this formula, charge and spin = 2.0468 eV
gap between HOMO and LUMO = 8.873 eV
total charge = +4